Record 1
112
Properties=species:S:1:pos:R:3 method="wB97M-V/def2-TZVPD" e_homo_ev=-8.2963 molar_mass_g_mol=652.9 relative_energy_kj_mol=1.3 total_energy_ha=-2221.79576 orbital_gap_ev=8.95 charge=0 smiles="COCCNCCOC.COCCNCCOC.COCCNCCOC.COCCNCCOC.NC(N)=O.NC(N)=O"
C -2.36848 -2.24488 -0.24060
O -2.38759 -1.14224 0.30695
N -3.21383 -3.24227 0.16289
N -1.57370 -2.53830 -1.30046
H -3.20481 -4.17688 -0.19727
H -3.73769 -3.06120 0.99991
H -0.92963 -1.79122 -1.60694
H -1.58820 -3.45050 -1.71396
C 0.62828 0.18623 -1.07224
O 0.06603 -0.40079 -2.01611
N 1.79381 0.86478 -1.26716
N 0.20936 0.13531 0.21429
H 1.90068 1.67515 -0.65840
H 2.07081 0.87923 -2.24634
H 0.67483 0.63161 0.96552
H -0.78522 -0.08884 0.23660
C 4.12397 0.15197 -4.14060
O 3.01930 0.94235 -3.79305
C 2.66850 1.87732 -4.78509
C 1.26996 2.41495 -4.48442
N 0.18145 1.45759 -4.66913
C 0.13185 0.91204 -6.02814
C -1.17686 0.20286 -6.33388
O -1.21210 -1.06136 -5.66269
C -2.00750 -1.05853 -4.49947
H 3.97434 -0.44115 -5.05033
H 4.39419 -0.50281 -3.31630
H 4.99786 0.77436 -4.38058
H 2.68384 1.46315 -5.79769
H 3.39305 2.70425 -4.77973
H 1.04618 3.31059 -5.06895
H 1.21885 2.74952 -3.44489
H 0.25580 0.69239 -4.00211
H 0.93838 0.18785 -6.19765
H 0.24711 1.77684 -6.69076
H -1.18268 -0.09019 -7.38473
H -2.00118 0.84057 -6.00680
H -3.06575 -0.82825 -4.68433
H -1.63085 -0.33167 -3.77541
H -2.01701 -2.03340 -4.01443
C -3.11020 2.26590 -2.95364
O -4.03287 2.53930 -1.92234
C -3.91744 3.84299 -1.35800
C -2.73051 3.86487 -0.40801
N -2.96157 2.88817 0.65109
C -1.82725 2.79151 1.58519
C -2.15081 1.77926 2.65157
O -3.01605 2.30839 3.62683
C -3.68745 1.35195 4.38879
H -3.31496 1.27279 -3.34795
H -2.08220 2.21996 -2.57746
H -3.18803 3.00171 -3.76097
H -4.82587 3.98147 -0.77561
H -3.83954 4.56197 -2.17977
H -2.61414 4.84054 0.07512
H -1.78128 3.63840 -0.92019
H -3.08540 1.98266 0.20575
H -1.72206 3.81082 1.96715
H -0.94201 2.55784 0.97531
H -1.17115 1.57749 3.13304
H -2.44726 0.77132 2.33928
H -4.36569 1.86016 5.07189
H -3.00830 0.68529 4.93410
H -4.33874 0.71376 3.77319
C 1.61199 4.50692 -0.62354
O 1.94693 3.33587 0.09176
C 2.58523 3.58866 1.32391
C 3.12779 2.27134 1.83107
N 2.01483 1.42430 2.26799
C 2.46833 0.11416 2.72346
C 1.29826 -0.69903 3.24799
O 0.93925 -0.21955 4.54399
C -0.17746 -0.87729 5.07714
H 0.84699 4.23006 -1.35034
H 2.46536 5.01705 -1.07152
H 1.05560 5.18862 0.03344
H 1.95110 4.07682 2.07664
H 3.39622 4.31245 1.15754
H 3.86770 2.42971 2.62807
H 3.64415 1.74160 1.02704
H 1.54213 1.87224 3.04844
H 3.19102 0.19735 3.54754
H 2.87622 -0.44708 1.88303
H 1.52161 -1.76375 3.19144
H 0.42287 -0.52267 2.60456
H 0.04203 -1.92273 5.22739
H -1.06656 -0.78457 4.44366
H -0.34030 -0.39986 6.04251
C 0.12326 -6.02834 5.92948
O -0.07524 -5.77217 4.55978
C -0.78406 -4.54788 4.33891
C -0.77761 -4.26086 2.85441
N 0.50412 -3.69769 2.42611
C 0.56307 -3.61064 0.95545
C 1.70025 -2.76788 0.42596
O 2.96524 -3.39689 0.45332
C 3.94125 -2.59728 -0.17947
H -0.85755 -6.22967 6.38521
H 0.60749 -5.24073 6.51521
H 0.72147 -6.93605 5.99406
H -0.38885 -3.72515 4.91046
H -1.80240 -4.77919 4.68309
H -1.59962 -3.55032 2.71333
H -1.02952 -5.18860 2.32151
H 1.18413 -4.41074 2.67705
H -0.34315 -3.21790 0.49537
H 0.73349 -4.63417 0.58540
H 1.70325 -1.78919 0.90976
H 1.44819 -2.58253 -0.63056
H 3.79694 -1.53495 0.04744
H 3.88752 -2.66891 -1.27299
H 4.90244 -2.95783 0.17860

Record 2
126
Properties=species:S:1:pos:R:3 method="wB97M-V/def2-TZVPD" e_homo_ev=-3.8156 molar_mass_g_mol=1039.5 total_energy_ha=-7670.87632 orbital_gap_ev=3.16 charge=-1
C -10.84431 -3.74313 -3.97839
C -9.56337 -4.37474 -3.17405
F -9.60481 -4.03356 -1.71024
C -8.09868 -4.06524 -3.84216
B -7.77265 -2.47533 -4.10648
P -8.34140 -2.25102 -5.93321
O -7.03473 -2.47413 -7.06592
O -9.19834 -0.75313 -6.18170
O -8.34253 -1.44123 -3.21085
C -7.30355 -0.60940 -2.52432
C -7.63276 -0.98732 -0.93604
P -7.57858 1.30836 -2.49747
S -9.47536 1.75490 -2.36667
C -5.83051 -1.14669 -3.09038
P -5.27940 -0.09231 -4.63291
O -4.55149 -1.22402 -5.76739
Br -3.70039 1.44194 -4.05497
C -4.63767 -1.45620 -2.00878
F -3.37659 -1.65940 -2.81332
F -4.83999 -2.73592 -1.26768
C -4.31877 -0.20853 -0.97280
F -2.81858 -0.04854 -0.95795
F -4.67479 -0.54823 0.45523
O -6.31649 -2.37990 -3.79255
H -10.77807 -2.59649 -4.20318
H -11.81307 -3.88543 -3.29617
H -11.07965 -4.27929 -5.01367
H -9.70077 -5.56011 -3.21195
H -8.04819 -4.61451 -4.89737
H -7.23813 -4.51645 -3.15556
H -6.98759 -3.48322 -7.20007
H -8.58485 0.01962 -6.00274
H -7.24791 -2.07245 -0.70673
H -7.11145 -0.17547 -0.24023
H -8.80537 -0.92469 -0.82908
H -7.06441 1.97532 -3.67125
H -6.78651 1.81831 -1.37106
H -3.99431 -1.90947 -5.28490
H -4.79136 0.81460 -1.30392
O -4.59636 3.16691 2.49372
P -3.28067 3.87829 2.89426
N -3.64405 5.25769 1.94766
C -2.71486 6.08612 1.19366
C -4.62689 6.14321 2.58668
N -2.35576 2.73906 1.97489
C -2.23527 2.85779 0.52435
C -2.69414 1.33656 2.27401
N -1.76818 4.69607 3.35470
C -0.42491 4.30344 2.93329
C -1.75689 4.84444 4.81809
H -2.12591 6.75313 1.83391
H -3.26204 6.71621 0.48029
H -2.02818 5.50916 0.58321
H -4.16200 6.72159 3.38907
H -5.45274 5.57251 3.01939
H -5.07056 6.83578 1.86382
H -3.19771 3.05935 0.04304
H -1.81505 1.94880 0.07610
H -1.52543 3.63530 0.25115
H -3.59551 1.01169 1.73688
H -2.86938 1.19565 3.34618
H -1.87301 0.66955 1.99264
H -0.17632 3.27652 3.22000
H 0.32969 4.95962 3.38613
H -0.28786 4.42743 1.85700
H -1.60614 3.87617 5.30769
H -2.71191 5.25356 5.16496
H -0.97730 5.53835 5.14888
O 0.51396 0.12843 3.05620
P 1.89794 -0.25633 2.47817
N 1.40541 -1.86360 2.15421
C 2.20456 -3.07518 2.26203
C 0.57647 -1.97191 0.94608
N 2.61301 -0.14720 4.05147
C 2.47352 -1.22909 5.02241
C 2.29836 1.11196 4.74896
N 3.48892 -0.69864 1.81368
C 4.72400 -0.83957 2.58234
C 3.76710 0.18368 0.67011
H 2.91589 -3.18884 1.43573
H 1.55418 -3.95967 2.25793
H 2.75527 -3.14100 3.19447
H 1.19272 -1.89815 0.04649
H -0.17231 -1.17649 0.90611
H 0.02776 -2.91918 0.92127
H 1.44563 -1.60075 5.08487
H 2.78294 -0.91530 6.02718
H 3.14218 -2.05480 4.78973
H 1.30709 1.07927 5.22099
H 2.31537 1.95940 4.05494
H 3.03821 1.32054 5.52836
H 4.99388 0.07608 3.11836
H 5.56422 -1.08973 1.92166
H 4.66826 -1.67346 3.28524
H 3.97878 1.20439 1.00675
H 2.90082 0.22128 0.00086
H 4.61090 -0.17927 0.07432
O 7.58038 -0.03567 -0.25507
P 9.00286 -0.63471 -0.13161
N 9.62556 0.38404 -1.35849
C 10.63625 0.05844 -2.35383
C 9.87516 1.75342 -0.88842
N 8.45742 -2.13297 -0.80705
C 8.27772 -2.29233 -2.24754
C 7.24783 -2.66165 -0.15256
N 10.63811 -1.32335 0.01032
C 11.03306 -2.67113 -0.39419
C 11.10459 -1.11092 1.38906
H 11.65016 0.03814 -1.93759
H 10.62825 0.80385 -3.15982
H 10.45525 -0.88870 -2.85107
H 10.78555 1.79518 -0.28519
H 9.04826 2.11878 -0.27384
H 9.97439 2.45179 -1.72594
H 7.74838 -1.44540 -2.69598
H 7.72142 -3.20677 -2.48858
H 9.23267 -2.42801 -2.75023
H 6.33633 -2.17944 -0.53090
H 7.28863 -2.50609 0.93107
H 7.15498 -3.73966 -0.31876
H 10.45776 -3.45021 0.11633
H 12.09263 -2.84784 -0.16802
H 10.95561 -2.80641 -1.47504
H 10.56433 -1.75835 2.08830
H 10.93500 -0.07169 1.69070
H 12.17920 -1.29660 1.48623

Record 3
110
Properties=species:S:1:pos:R:3 method="wB97M-V/def2-TZVPD" spin_multiplicity=6 e_homo_ev="-7.4883 / -7.6362" molar_mass_g_mol=655.6 relative_energy_kj_mol=68.9 total_energy_ha=-3185.68626 orbital_gap_ev="7.85 / 8.00" charge=0
Mn 38.46521 26.01592 16.19156
C 40.56693 23.73223 13.45064
C 39.07191 24.01015 13.53172
O 38.71540 24.81888 14.56490
H 41.09765 24.67789 13.60244
H 40.88862 23.28023 12.50925
H 40.93429 23.06909 14.24527
H 38.55071 23.02864 13.48834
H 38.78712 24.44684 12.55233
B 38.21596 27.97904 15.51097
H 37.24948 27.47705 15.94009
H 39.07900 27.92994 16.30003
H 38.61856 27.36393 14.60588
H 37.92031 29.05230 15.11821
C 40.82239 30.15994 9.46859
O 40.30708 30.40107 10.76400
C 39.85600 29.26437 11.46206
C 40.94095 28.45224 12.14536
O 41.86446 27.99282 11.18450
C 42.94499 27.30011 11.75763
H 41.00093 31.13648 9.01511
H 40.09998 29.62724 8.84155
H 41.77719 29.64048 9.51761
H 39.22916 28.63553 10.81434
H 39.17038 29.61607 12.23730
H 40.47949 27.58366 12.63221
H 41.37050 29.10091 12.92157
H 43.54795 27.93152 12.41615
H 43.49504 26.86628 10.92424
H 42.60187 26.43803 12.35237
C 37.68677 30.69085 22.52253
O 38.68907 30.32466 21.62136
C 38.94397 31.29304 20.60589
C 37.79701 31.45136 19.63835
O 37.60191 30.22400 18.97605
C 36.82579 30.34920 17.79852
H 37.58560 29.94892 23.31183
H 36.72372 30.83652 22.01946
H 37.88727 31.63740 23.05277
H 39.83591 30.91986 20.10557
H 39.22411 32.23330 21.09691
H 38.16737 32.19346 18.91027
H 36.86503 31.81592 20.07686
H 36.37504 29.38156 17.58662
H 37.44771 30.63332 16.94470
H 36.04327 31.10913 17.90661
C 35.60456 24.36570 15.90983
O 36.42553 25.02421 16.84898
C 35.73854 25.74009 17.85968
C 36.77875 26.28915 18.84544
O 37.97332 26.67031 18.22725
C 38.84779 27.29264 19.15334
H 36.23256 23.83231 15.19994
H 35.02462 25.11558 15.35969
H 34.91296 23.64907 16.36750
H 35.10726 25.01262 18.38749
H 35.06187 26.49368 17.44138
H 36.92789 25.53447 19.62998
H 36.27371 27.10283 19.38510
H 38.44559 28.20776 19.58161
H 39.75553 27.56676 18.61100
H 39.20503 26.58651 19.91144
C 32.12708 29.82286 16.54151
O 32.64779 30.06296 15.25677
C 33.06001 28.95937 14.49257
C 33.62280 29.45790 13.17780
O 34.66266 30.40415 13.24969
C 35.64078 30.10522 14.22049
H 32.89306 29.90342 17.32286
H 31.61674 28.85926 16.59785
H 31.45930 30.66800 16.71211
H 32.17161 28.38237 14.19527
H 33.79368 28.35217 15.03390
H 32.82973 29.90844 12.57627
H 33.96008 28.61410 12.55403
H 35.23700 30.14838 15.24002
H 36.46635 30.80734 14.14897
H 36.01425 29.08702 14.06836
C 38.08361 22.91750 17.80670
O 38.93947 24.05645 17.74937
C 40.25889 23.67233 17.42720
C 41.19273 24.87124 17.44297
O 40.65705 25.92567 16.66024
C 41.61202 26.63092 15.89385
H 37.22726 23.18138 18.42388
H 38.57041 22.08793 18.32422
H 37.76721 22.67717 16.79180
H 40.26036 23.25471 16.41361
H 40.70357 22.93009 18.10132
H 42.12822 24.51667 17.00101
H 41.35935 25.23803 18.46021
H 42.39329 27.08493 16.51147
H 41.14019 27.44649 15.34735
H 42.04272 25.97054 15.13623
C 44.46789 30.00503 18.81982
O 43.50589 30.21189 17.81126
C 42.29395 30.73423 18.28088
C 41.25865 30.67639 17.17574
O 41.55954 31.52645 16.10331
C 41.43614 32.90841 16.35971
H 45.43160 29.91304 18.32828
H 44.28394 29.09611 19.41049
H 44.42065 30.82402 19.54829
H 42.43060 31.79137 18.56486
H 41.91560 30.25741 19.19700
H 40.26733 30.85513 17.62383
H 41.19762 29.67510 16.74652
H 42.29149 33.32897 16.89638
H 40.49182 33.11755 16.87571
H 41.40416 33.37791 15.37659